## 1
Entry from the Open Molecules 2025 dataset: a structure of composition C5H11O4Pb (ωB97M-V/def2-TZVPD).

Summary:
E_LUMO (spin up / spin down) in eV: 0.46 / -0.83
⟨S²⟩: 0.771
Frontier orbital gap (spin up / spin down) in eV: 7.788 / 6.531
Spin multiplicity: 2

CARTESIAN COORDINATES (ANGSTROEM)
1 O 0.45057 1.23828 1.41159
2 Pb 0.72904 -0.55477 0.47344
3 O -0.24529 -1.79158 1.58199
4 C -1.51047 -1.39582 1.99538
5 C -2.11435 -0.30596 1.12219
6 O -1.39336 -0.27671 -0.06760
7 C -1.74294 -0.20831 -1.42772
8 C -0.61430 0.57310 -2.05722
9 O 0.64724 0.11485 -1.58162
10 C 1.73722 0.88423 -2.08081
11 H -1.42070 -0.95842 3.01859
12 H -2.24872 -2.22082 2.05894
13 H -0.98748 1.17072 1.66929
14 H -3.17518 -0.43316 0.86950
15 H -2.69629 0.31883 -1.57243
16 H -1.82040 -1.24143 -1.79357
17 H -0.70707 1.62027 -1.72274
18 H -0.64560 0.49027 -3.15263
19 H 2.67185 0.53531 -1.63051
20 H 1.79522 0.77780 -3.17316
21 H 1.61712 1.94688 -1.82400

## 2
Entry from the Open Molecules 2025 dataset: a structure of composition C5H11O4Pb (ωB97M-V/def2-TZVPD).

Summary:
E_LUMO (spin up / spin down) in eV: -0.75 / -2.68
⟨S²⟩: 0.759
Frontier orbital gap (spin up / spin down) in eV: 7.559 / 5.610
Spin multiplicity: 2

CARTESIAN COORDINATES (ANGSTROEM)
1 C 2.35463 2.05877 -0.03895
2 O 1.23385 2.53388 0.61995
3 H 3.01961 2.92661 -0.20277
4 H 2.85420 1.23837 0.50426
5 H 2.08117 1.57003 -0.99226
6 O -0.31696 -2.87719 -1.36005
7 C -1.59853 -2.52546 -1.52970
8 C -1.75499 -0.83399 -1.19906
9 O -1.07032 -0.59965 -0.05320
10 C -0.16275 1.14368 0.84524
11 C 0.43966 0.34951 2.00681
12 O 1.17430 -0.74139 1.55904
13 Pb 0.64554 -1.85463 0.06277
14 H -2.29127 -2.96588 -0.78620
15 H -1.98808 -2.65140 -2.55596
16 H -2.83011 -0.60364 -1.13215
17 H -1.27437 -0.36003 -2.07277
18 H -0.97301 1.78901 1.21916
19 H -0.19283 1.31290 -0.24380
20 H -0.38727 0.07124 2.69364
21 H 1.03752 1.01927 2.65601

The structure with the greatest stability is 1.

## 1
Entry from the Open Molecules 2025 dataset: the molecule C2H3O2P (ωB97M-V/def2-TZVPD).

Summary:
E_LUMO in eV: -0.09
Structure (SMILES): O=CC(=O)P
Frontier orbital gap in eV: 9.434

CARTESIAN COORDINATES (ANGSTROEM)
1 O 0.82902 -1.23158 1.24399
2 C 0.01041 -0.36056 1.03361
3 C 0.22798 0.85090 0.28597
4 O 0.65753 1.96079 0.53084
5 P -0.64410 0.28433 -1.54519
6 H -0.96079 -0.56775 1.47451
7 H 0.68598 0.01613 -2.08389
8 H -0.80602 -0.95226 -0.93985

## 2
Entry from the Open Molecules 2025 dataset: the molecule C2H3O2P (ωB97M-V/def2-TZVPD).

Summary:
E_LUMO in eV: -0.40
Structure (SMILES): C=COP=O
Frontier orbital gap in eV: 9.428

CARTESIAN COORDINATES (ANGSTROEM)
1 C 0.65392 -0.18147 -1.31089
2 C 0.65740 0.06406 -0.06191
3 O -0.37970 -0.30819 0.66357
4 P -1.38834 0.70412 1.56147
5 O -2.27402 -0.10850 2.30587
6 H 1.39737 0.07768 -1.97013
7 H -0.20929 -0.79569 -1.53443
8 H 1.54266 0.54801 0.34645

The structure with the greatest stability is 2.

## 1
Entry from the Open Molecules 2025 dataset: a structure of composition BrH10O5 (ωB97M-V/def2-TZVPD).

Summary:
E_LUMO in eV: 3.83
Frontier orbital gap in eV: 9.164
Charge: -1

CARTESIAN COORDINATES (ANGSTROEM)
1 Br 0.73125 0.09857 0.31977
2 O 0.10101 2.08881 -0.95883
3 H 0.54430 1.32627 -0.58701
4 H 0.79091 2.56662 -1.41924
5 O 1.76267 -1.50668 -1.85663
6 H 1.25244 -2.30045 -2.01733
7 H 1.35438 -1.11070 -1.08674
8 O -1.16841 1.05899 1.65610
9 H -0.40656 0.53581 1.40690
10 H -1.01164 1.29026 2.57163
11 O -0.20462 -1.19742 2.27196
12 H 0.27556 -0.66275 1.63967
13 H -1.12629 -1.01139 2.09263
14 O -1.06929 -0.73132 -1.50718
15 H -0.45901 -0.59213 -0.78302
16 H -1.36670 0.14751 -1.74267

## 2
Entry from the Open Molecules 2025 dataset: a cluster of 6 separate species, BrH10O5 in total (ωB97M-V/def2-TZVPD).

Summary:
E_LUMO in eV: 3.11
Frontier orbital gap in eV: 7.067
Charge: -1

CARTESIAN COORDINATES (ANGSTROEM)
1 Br -0.59154 -0.28289 -0.26512
2 O -2.64289 -5.76489 0.74695
3 H -2.57836 -4.81580 0.64071
4 H -3.40214 -5.89162 1.31590
5 O -1.03950 0.20098 5.72152
6 H -0.76377 0.16788 4.80549
7 H -1.33500 -0.68856 5.91549
8 O 1.92821 4.83241 0.32447
9 H 1.64560 3.93525 0.14708
10 H 2.01995 4.87134 1.27647
11 O 4.66388 -1.34267 -2.66840
12 H 5.32009 -1.67539 -2.05609
13 H 3.86458 -1.26902 -2.14694
14 O -2.35008 2.41305 -4.94136
15 H -2.21194 1.98296 -4.09746
16 H -2.52709 3.32703 -4.71878

The structure with the greatest stability is 2.